{"formula": "C46H101Br2N10O2", "method": "ωB97M-V/def2-TZVPD", "symbols": ["Br", "Br", "O", "O", "N", "N", "N", "N", "N", "N", "N", "N", "N", "N", "C", "C", "C", "C", "C", "C", "C", "C", "C", "C", "C", "C", "C", "C", "C", "C", "C", "C", "C", "C", "C", "C", "C", "C", "C", "C", "C", "C", "C", "C", "C", "C", "C", "C", "C", "C", "C", "C", "C", "C", "C", "C", "C", "C", "C", "C", "H", "H", "H", "H", "H", "H", "H", "H", "H", "H", "H", "H", "H", "H", "H", "H", "H", "H", "H", "H", "H", "H", "H", "H", "H", "H", "H", "H", "H", "H", "H", "H", "H", "H", "H", "H", "H", "H", "H", "H", "H", "H", "H", "H", "H", "H", "H", "H", "H", "H", "H", "H", "H", "H", "H", "H", "H", "H", "H", "H", "H", "H", "H", "H", "H", "H", "H", "H", "H", "H", "H", "H", "H", "H", "H", "H", "H", "H", "H", "H", "H", "H", "H", "H", "H", "H", "H", "H", "H", "H", "H", "H", "H", "H", "H", "H", "H", "H", "H", "H", "H"], "xyz": [[2.835, 1.983, -0.919], [4.931, -0.253, -6.411], [3.286, -0.825, 0.738], [-2.287, -5.880, 2.429], [3.172, -1.515, 4.490], [-5.308, -6.008, 3.069], [-3.067, 3.217, -1.029], [0.899, 4.640, -3.463], [6.917, 3.123, -2.047], [2.312, -2.054, -3.437], [1.704, 3.287, -5.047], [-1.567, 1.703, -0.363], [-4.420, 0.774, 3.319], [6.216, 5.246, -2.583], [1.044, 3.358, -3.858], [-3.191, -5.403, 1.574], [-4.260, 3.829, -1.565], [1.440, 5.362, -4.489], [-2.650, 1.945, -1.174], [2.215, 2.081, -5.709], [1.318, -1.376, -4.328], [2.116, -0.519, 5.051], [-3.841, 2.105, 2.682], [-3.797, -2.258, -0.810], [5.412, 7.304, -1.508], [6.791, 1.698, -1.660], [-2.195, 3.858, -0.150], [1.441, 5.813, -1.461], [-0.078, -3.786, -0.656], [5.875, 3.905, -2.352], [-5.303, -7.425, 2.399], [4.458, -0.924, 4.904], [3.579, -1.101, -3.102], [-4.565, -4.942, 2.229], [1.910, 4.544, -5.462], [0.847, -4.869, 0.041], [2.951, -2.890, 5.185], [0.402, -3.340, -2.090], [1.583, -2.419, -2.043], [-5.300, 2.547, 4.671], [8.032, 3.919, -2.250], [5.437, 6.402, -2.791], [-1.204, 2.969, 0.225], [-3.295, 0.048, 4.085], [3.012, -1.698, 2.963], [-4.521, 3.493, -3.062], [-4.781, -1.564, 0.191], [-4.514, 3.224, 3.554], [3.363, -0.475, 2.076], [-5.028, -0.250, 2.368], [-4.768, -6.210, 4.459], [4.789, -2.011, -2.824], [-4.078, -0.812, 1.303], [-0.870, 0.422, -0.246], [-6.757, -5.526, 3.161], [7.613, 5.231, -2.606], [-5.641, 1.186, 4.250], [0.312, 5.181, -2.257], [2.981, -3.321, -4.002], [4.258, -3.460, -3.071], [3.149, 0.037, 0.339], [1.853, -4.506, 0.254], [-3.224, -3.028, -0.293], [2.324, 1.318, -4.939], [-6.741, -4.464, 3.406], [-2.756, 2.010, 2.725], [0.738, 2.554, -3.204], [-6.100, 3.177, 5.060], [1.682, -1.144, -5.329], [0.005, 0.570, -0.879], [-5.110, 3.556, -0.938], [3.599, -0.484, -4.001], [6.318, 7.877, -1.312], [-5.565, -1.000, 2.949], [5.092, 6.811, -0.590], [-7.230, -5.703, 2.195], [-0.450, -2.846, -2.557], [-5.604, -7.195, 1.377], [-3.712, 3.852, 3.942], [-3.260, 1.252, -1.734], [-4.231, 4.897, -1.351], [1.065, -0.445, -3.820], [7.754, 1.292, -1.350], [1.089, -1.472, -1.824], [2.002, -3.341, 4.896], [4.870, -1.742, -1.771], [-4.781, 2.449, -3.236], [8.108, 6.166, -2.826], [-0.101, 4.358, -1.675], [-0.391, 3.081, 0.926], [-5.249, 4.128, -3.566], [5.244, -1.544, 4.473], [-0.553, 0.267, 0.785], [3.043, 2.348, -6.366], [-4.226, -7.592, 2.406], [4.476, 6.072, -3.185], [1.188, 6.411, -4.526], [0.054, -3.005, 0.093], [4.561, 7.983, -1.566], [2.283, -4.158, -4.024], [0.985, 6.315, -0.607], [-5.340, -0.836, -0.398], [4.070, -3.980, -2.132], [0.465, -5.310, 0.962], [3.668, -2.553, 2.795], [1.939, 6.564, -2.075], [-5.532, -2.299, 0.479], [-3.601, 3.601, -3.636], [2.373, -0.265, 6.079], [-5.230, -4.696, 1.401], [6.462, 1.099, -2.509], [-3.785, -0.899, 4.312], [-6.470, 1.376, 3.568], [-4.232, 2.139, 1.665], [-5.872, 0.267, 1.910], [5.048, -3.984, -3.609], [-3.082, -1.642, -1.355], [1.097, -0.856, 4.858], [2.343, -2.630, -1.291], [2.202, 5.103, -1.138], [3.729, -3.570, 4.838], [-3.747, -6.590, 4.466], [3.101, -2.783, 6.260], [3.424, -0.418, -2.267], [2.213, 4.752, -6.478], [-5.382, -6.926, 5.006], [-3.331, -1.508, 1.684], [-2.474, 4.871, 0.099], [-4.475, -3.956, 2.686], [-5.153, 3.831, 2.914], [4.835, 3.625, -2.271], [-1.120, -4.100, -0.709], [6.008, 1.643, -0.904], [-4.557, 2.485, 5.466], [-3.533, -6.049, 0.765], [-1.777, -5.120, 2.717], [-3.424, -0.032, 0.912], [2.208, 0.393, 4.462], [5.786, 6.943, -3.670], [5.659, -1.628, -3.358], [4.332, -0.017, 2.271], [-0.520, 5.839, -2.507], [-4.272, -2.948, -1.507], [1.991, -2.014, 2.748], [4.557, 0.124, 4.619], [4.401, -0.874, 5.991], [1.406, 1.722, -6.345], [-1.498, -0.360, -0.674], [-7.245, -5.873, 4.072], [-2.409, -0.022, 3.454], [-5.895, -8.199, 2.888], [1.049, -5.765, -0.546], [-5.795, 0.376, 4.964], [-3.145, 0.602, 5.012], [3.297, -2.895, -4.954], [-2.844, -4.496, 1.078], [0.415, -1.973, -4.458], [2.567, 0.248, 2.252], [0.577, -4.185, -2.756], [9.020, 3.523, -2.064], [-4.869, -5.274, 5.008]], "forces_ev_per_a": [[-0.504, -0.023, 0.114], [-0.597, 0.070, 0.674], [-0.133, -1.124, 0.022], [1.625, -0.951, 1.371], [-2.742, 0.496, 0.435], [-1.139, -0.372, 0.516], [2.224, -1.044, 1.046], [0.403, -1.987, -2.552], [-0.447, 2.087, -1.261], [-0.039, -0.757, 2.732], [-1.031, -0.512, 2.301], [-1.620, 2.704, -0.710], [0.047, -0.671, 0.006], [3.210, -5.519, 0.075], [0.477, -0.228, 0.396], [-3.785, 1.817, -1.219], [-1.755, 0.424, -0.988], [-0.768, 2.096, -0.274], [0.139, 0.596, 1.416], [-1.466, -0.327, -0.288], [0.058, -0.046, 0.272], [0.590, -0.064, -1.299], [-2.044, -1.017, 1.115], [-0.203, -1.038, 0.913], [-1.300, -0.102, -0.430], [-0.136, 0.095, -0.426], [0.009, -0.993, -0.375], [-0.422, 0.784, 0.106], [1.973, -1.086, 0.283], [-1.386, 2.388, 0.605], [1.402, 2.323, -0.696], [0.385, -0.120, 0.163], [-1.221, -0.202, -1.399], [0.502, -0.977, -0.864], [-0.180, 1.056, -0.359], [-0.112, -0.528, -0.955], [0.979, 0.518, -0.702], [-0.657, -1.125, 0.287], [0.240, 2.007, -1.430], [2.118, 1.163, 1.952], [0.029, 1.979, -0.226], [-1.223, 1.451, 0.323], [-2.013, -0.992, -0.528], [-2.045, 0.759, 0.077], [1.040, -0.110, 0.538], [0.904, -0.108, 0.196], [0.266, 0.340, -2.159], [0.647, -0.131, -1.217], [-0.505, -0.189, 1.186], [0.026, 0.809, -0.871], [-0.095, 0.432, 0.446], [-2.145, 0.853, 0.594], [0.360, -0.631, 0.691], [0.579, 0.814, -0.842], [0.794, 0.749, 0.637], [-0.380, -2.143, 1.081], [0.648, 0.072, -1.884], [0.575, -0.623, 0.537], [1.310, 1.973, 1.176], [0.296, 0.469, -1.143], [-0.074, 0.609, -1.303], [-0.088, 0.464, 0.061], [0.517, 0.344, 0.505], [0.942, 0.190, -0.316], [0.234, 0.264, -0.549], [-0.221, 0.267, -0.066], [0.393, -0.239, -0.306], [-0.187, -0.330, -0.199], [0.653, -0.168, 0.168], [0.432, -0.528, 0.231], [-0.088, -0.557, -0.071], [0.697, -0.189, -0.325], [-0.016, -0.201, -0.269], [0.557, -0.240, 0.307], [0.592, -0.822, -0.081], [-0.253, -0.144, 0.426], [0.017, 0.271, -0.036], [-0.234, -0.603, 0.005], [-0.335, 0.182, 0.132], [0.494, -0.356, -0.045], [0.566, 0.089, -0.477], [-0.108, 0.071, -0.051], [-0.126, 0.373, 0.230], [0.718, 0.446, 0.504], [-0.091, 0.496, 0.165], [0.961, -0.977, 0.269], [-0.403, -0.005, 0.324], [0.476, -0.369, 0.097], [0.055, -0.144, -0.277], [0.083, -0.102, -0.260], [-0.146, -0.010, 0.499], [0.252, 0.210, 0.469], [-0.194, -0.170, -0.151], [0.328, -0.468, 0.623], [-0.224, -0.933, -0.103], [-0.460, 0.011, 0.728], [0.603, 0.111, -0.123], [-0.605, 0.869, -0.382], [0.269, 0.545, -0.624], [0.220, 0.168, -0.215], [0.327, 0.079, 0.161], [-0.293, 0.077, -0.031], [-0.143, -0.032, -0.136], [-0.372, 0.487, 0.185], [0.066, 0.092, -0.517], [-0.048, 0.164, 0.117], [0.160, 0.020, 0.548], [0.208, 0.327, 0.083], [-0.363, -0.428, -0.020], [-0.154, -0.444, -0.221], [0.041, 0.252, -0.220], [0.738, -0.228, 0.179], [-0.241, -1.077, -0.124], [0.332, -0.065, -0.058], [0.207, 0.202, -0.475], [-0.292, -0.362, 0.017], [-0.276, 0.268, 0.074], [0.196, -0.484, 0.489], [0.004, -0.125, -0.305], [-0.287, -0.241, 0.009], [0.121, 0.156, -0.109], [-0.078, 0.285, -0.327], [-0.386, 0.205, -0.101], [-0.913, -0.329, 0.066], [0.352, 0.151, 0.230], [-0.155, -0.105, -0.379], [-0.058, -0.176, 0.741], [0.675, 0.060, 0.203], [-0.001, -0.447, 1.189], [0.054, 0.017, 0.009], [0.064, -0.312, 0.019], [0.111, -0.080, 0.061], [0.326, -0.060, 0.169], [-0.231, 0.011, 0.563], [0.807, -0.696, 0.138], [0.384, -0.340, 0.360], [-0.348, 0.398, -0.311], [0.270, 0.024, 0.057], [0.622, 0.145, 0.252], [-0.118, -0.591, -0.352], [0.072, -0.133, 0.494], [0.256, 0.260, -0.093], [-0.613, 0.703, -0.397], [-0.027, 0.031, 0.231], [-0.149, -0.215, -0.538], [0.667, -0.513, -0.007], [0.056, -0.051, -0.260], [0.062, -0.002, 0.386], [-0.119, -1.052, -0.538], [-0.206, -0.107, 0.188], [-0.021, 0.536, 0.240], [-0.291, 0.079, -0.504], [-0.116, 0.338, 0.035], [0.378, -0.052, -0.118], [0.158, -0.918, -0.497], [0.061, 0.136, -0.228], [0.141, -0.174, 0.208], [0.110, 0.514, 0.376], [0.040, -0.457, 0.403], [-0.031, 0.184, -0.214], [0.294, 0.086, -0.100]], "mulliken_charge": [-0.681, -0.720, -0.071, -0.556, 0.042, 0.051, 0.410, 0.458, 0.278, 0.339, 0.247, 1.310, 0.364, 0.326, -0.557, -0.167, -0.386, -0.475, -0.580, -0.448, -0.979, -0.948, -0.068, -0.490, -1.079, -0.826, -0.834, -1.175, 0.219, -0.263, -0.842, -0.953, 0.868, -0.533, -0.615, -1.578, -0.809, -0.557, -0.161, -0.776, -0.436, -0.150, -0.831, -1.046, -0.637, -1.134, -0.781, -0.763, -0.259, -1.467, -0.930, -0.425, 1.017, -0.735, -0.772, -0.320, -0.519, 0.575, -0.566, -0.959, -0.433, 0.310, -0.415, -0.171, 0.299, 0.245, 0.442, 0.454, 0.359, 0.334, 0.283, -0.090, 0.372, 0.658, 0.316, 0.383, 0.266, 0.363, 0.318, 0.299, 0.414, 0.337, 0.303, -0.468, 0.330, 0.201, 0.362, 0.474, -0.774, 0.539, 0.387, 0.370, 0.239, 0.446, 0.452, -0.029, 0.555, -0.053, 0.385, 0.358, 0.458, 0.461, 0.299, 0.349, 0.360, 0.408, 0.395, 0.306, 0.425, 0.345, 0.442, 0.341, 0.420, 0.096, 0.395, 0.502, 0.165, 0.359, 0.536, 0.221, 0.423, 0.316, 0.391, -0.731, 0.556, 0.420, 0.298, 0.784, 0.321, 0.413, 0.156, 0.160, 0.242, 0.301, 0.491, 0.395, -0.594, 0.420, 0.322, 0.444, 0.336, 0.395, 0.502, 0.257, 0.417, 0.452, 0.318, -0.184, 0.349, 0.364, 0.342, 0.434, 0.416, 0.402, 0.620, -0.317, 0.370, 0.360, 0.417, 0.438, 0.432], "homo_ha": -0.5295, "total_charge": 5, "largest_force_ev_per_a": 6.39, "gap_ev": 3.78, "lumo_ev": -10.6}